## 1
Molecular formula: C4H11N3O
Method: DFT, ωB97M-V with the def2-TZVPD basis set

- molar mass (g/mol) = 117.15
- HOMO energy (eV) = -9.069

Last column: Löwdin charge in e.
Atoms and positions in Å:
C 0.55765 -0.59583 -0.56082  -0.26
N -0.64138 -1.05187 -0.07382  0.22
C -1.69484 0.21545 -0.21102  -0.62
N -2.99133 -0.44235 -0.24103  0.05
O -1.47757 1.13309 -1.05958  -0.04
C 1.64690 -0.24433 0.56695  -0.41
C 1.20446 0.98046 1.42204  -0.04
N 2.98602 -0.11904 0.07592  0.04
H 1.12657 -1.43729 -1.03465  0.15
H 0.55034 0.20270 -1.33970  0.12
H -1.51246 0.56682 0.82881  0.17
H -2.77426 -1.40070 -0.46731  0.05
H -3.64588 -0.04380 -0.89563  0.07
H 1.43725 -1.15023 1.15449  0.13
H 1.93621 0.94628 2.23046  0.08
H 1.45375 1.83865 0.81530  0.08
H 0.20474 0.87699 1.81446  0.05
H 3.67388 -0.66330 0.57270  0.08
H 3.12153 -0.24928 -0.91455  0.08


## 2
Molecular formula: C4H11N3O
Method: DFT, ωB97M-V with the def2-TZVPD basis set

- molar mass (g/mol) = 117.15
- HOMO energy (eV) = -7.486
- SMILES string = C/C(N)=N/N.C#C.O

Last column: Löwdin charge in e.
Atoms and positions in Å:
C 2.64567 1.65561 -0.16557  -0.05
C 1.48660 0.74070 -0.43511  -0.51
N 0.73771 -1.41103 -0.87017  -0.01
N 0.25959 1.36779 -0.56225  0.13
N 1.74101 -0.49594 -0.57712  -0.04
H -0.19025 -1.11914 -0.56254  0.02
H 0.98995 -2.30267 -0.46005  0.06
H -0.57777 0.80843 -0.63227  0.03
H 0.17602 2.29408 -0.17897  0.08
H 3.54918 1.06357 -0.06634  0.07
H 2.76587 2.36178 -0.98585  0.07
H 2.48380 2.22197 0.75168  0.07
C -1.97425 -2.07388 1.33476  0.00
C -1.96466 -1.13459 2.08766  0.02
O -2.43139 -0.15917 -0.76570  -0.09
H -3.02391 -0.00690 -1.50017  0.05
H -1.92919 -2.91412 0.70049  0.04
H -2.93401 -0.46741 0.03399  0.03
H -1.80995 -0.42908 2.85351  0.03


2 comes first in stability; the runner-up is 244.8 kJ/mol higher.